i) C3H5NO4 | ωB97M-V/def2-TZVPD

Last column: Mulliken charge in e.
Cartesian coordinates (Å):
C  -0.4089  0.1487  0.5897  0.27
C  -0.4851  0.2135  -0.9819  0.45
N  -1.7056  0.4272  1.1820  -0.65
C  1.7547  0.0191  -1.2404  0.08
O  0.5404  -0.4593  -1.5709  -0.25
O  -0.0062  -1.0885  1.1181  -0.54
O  -1.3813  0.7291  -1.6382  -0.47
O  2.7433  -0.6839  -1.1103  -0.45
H  0.9131  -1.2648  0.8503  0.32
H  0.2900  0.9235  0.9221  0.27
H  -1.6375  0.1633  2.1640  0.28
H  -2.3724  -0.2363  0.7859  0.28
H  1.7555  1.1085  -1.0703  0.41

Properties
* Kohn-Sham gap: 10.574 eV
* SMILES: N[C@@H](O)C(=O)OC=O
* net charge: 0
* HOMO energy: -0.38755 Ha



ii) C3H5NO4 | ωB97M-V/def2-TZVPD

Last column: Mulliken charge in e.
Cartesian coordinates (Å):
C  2.2290  -1.4531  -0.0128  -0.63
C  0.5290  0.1789  0.2801  0.71
C  -2.5255  0.7057  -0.1708  0.05
H  2.8784  -1.5549  -0.8703  0.22
H  1.5760  -2.2608  0.3598  0.28
H  2.6648  -1.0636  0.8571  0.34
H  -1.5650  2.5157  -0.1298  0.24
H  -3.4570  1.1955  -0.0778  0.39
N  -1.4378  1.5965  -0.0030  -0.16
O  1.3311  -0.5134  -0.6442  -0.29
O  0.4982  0.0173  1.4398  -0.45
O  -0.2693  1.1287  -0.5637  -0.21
O  -2.4517  -0.4925  -0.4645  -0.50

Properties
* Kohn-Sham gap: 11.050 eV
* SMILES: COC(=O)ONC=O
* net charge: 0
* HOMO energy: -0.37713 Ha



iii) C3H5NO4 | ωB97M-V/def2-TZVPD

Last column: Mulliken charge in e.
Cartesian coordinates (Å):
C  -1.0657  -0.1453  -0.1426  0.05
C  1.4974  0.7275  -0.0571  0.46
C  0.4788  -0.3689  -0.2987  0.74
N  -1.5706  0.7386  0.8868  -0.52
O  1.1505  1.7815  0.3987  -0.58
O  -1.6792  -1.3385  -0.2505  -0.50
O  2.6609  0.2832  -0.3022  -0.49
O  0.9573  -1.4531  -0.5865  -0.70
H  -1.1151  0.5775  -0.9440  0.31
H  2.6713  -0.7471  -0.5064  0.45
H  -1.9587  0.3411  1.6333  0.20
H  -0.8627  1.4367  1.0657  0.26
H  -1.1641  -1.8331  -0.8963  0.32

Properties
* Kohn-Sham gap: 8.750 eV
* SMILES: N[C@H](O)C(=O)C(=O)O
* net charge: 0
* HOMO energy: -0.34106 Ha



iv) C3H5NO4 | ωB97M-V/def2-TZVPD

Last column: Mulliken charge in e.
Cartesian coordinates (Å):
C  -1.0732  1.7141  2.4702  0.78
C  -0.7414  0.0100  -1.2173  -0.76
C  -0.0120  -0.7132  0.8381  0.18
N  -0.0398  -0.9705  2.0651  -0.31
O  1.2106  -1.0554  2.7166  -0.37
O  -0.5541  2.1334  1.5229  -0.41
O  -1.6695  1.4634  3.4254  -0.36
O  -1.0795  -0.5228  0.1231  -0.33
H  1.8680  -1.6162  2.2830  0.31
H  -0.4250  -0.8670  -1.6806  0.38
H  -0.0929  0.8810  -1.0607  0.34
H  -1.7253  0.2918  -1.4653  0.29
H  0.9971  -0.7599  0.2755  0.26

Properties
* Kohn-Sham gap: 10.293 eV
* SMILES: CO/C=N/O.O=C=O
* net charge: 0
* HOMO energy: -0.35025 Ha



The data favor i); the next most stable structure lies 39.5 kJ/mol above it.



i) C3H11NS | ωB97M-V/def2-TZVPD

Last column: Mulliken charge in e.
Cartesian coordinates (Å):
C  0.0195  -2.0016  -2.8780  -0.74
S  0.5695  -0.2580  -2.6029  -0.70
H  0.3207  -2.5925  -2.0073  0.17
H  -1.0059  -1.9415  -3.1927  0.19
H  0.6544  -2.4484  -3.6615  0.24
C  -0.6424  -0.2029  1.4925  -0.79
N  -0.2305  1.1963  1.7893  -0.26
C  0.6578  1.7491  0.7046  -0.75
H  -1.0882  -0.7602  2.3268  0.33
H  -1.3752  -0.2568  0.6750  0.34
H  0.2628  -0.7781  1.2735  0.33
H  0.3202  1.2412  2.6695  0.37
H  -1.0558  1.7933  1.9936  0.35
H  1.4448  0.9932  0.6329  0.32
H  1.0703  2.7165  1.0109  0.31
H  0.0780  1.5505  -0.2262  0.31

Properties
* Kohn-Sham gap: 4.238 eV
* net charge: 0
* HOMO energy: -0.18998 Ha



ii) C3H11NS | ωB97M-V/def2-TZVPD

Last column: Mulliken charge in e.
Cartesian coordinates (Å):
C  2.0045  -2.7646  -0.1237  -0.71
S  2.9351  -3.9835  -1.0668  -0.20
H  1.8784  -1.9191  -0.8097  0.19
H  2.5614  -2.3666  0.7307  0.30
H  1.0344  -3.1171  0.2126  0.30
C  -2.0493  2.7353  -0.3041  -1.08
C  -1.5356  1.4579  0.3389  -0.21
N  -0.0849  1.5902  0.6694  -0.67
H  -3.0971  2.9255  -0.0539  0.30
H  -1.9978  2.6723  -1.3926  0.28
H  -1.4612  3.5877  0.0181  0.33
H  -1.6926  0.6330  -0.3523  0.24
H  -2.0482  1.2906  1.2821  0.34
H  0.1476  0.7469  1.1927  0.23
H  0.4300  1.4617  -0.1993  0.23
H  2.9757  -4.9501  -0.1418  0.10

Properties
* Kohn-Sham gap: 9.839 eV
* SMILES: CCN.CS
* net charge: 0
* HOMO energy: -0.33708 Ha



The data favor ii); the next most stable structure lies 288.4 kJ/mol above it.



i) C5H7N3 | ωB97M-V/def2-TZVPD

Last column: Mulliken charge in e.
Cartesian coordinates (Å):
C  0.4345  -1.6854  1.6572  -1.22
C  0.2979  -0.6396  0.5492  0.97
C  0.1473  -1.0937  -0.7953  -0.75
C  -0.2059  -0.0688  -1.6674  -0.25
C  -0.1086  1.5556  0.0409  0.15
H  0.7902  -2.5316  1.2920  0.46
H  -0.5721  -1.7606  1.9928  0.28
H  1.0707  -1.1398  2.4225  0.31
H  -0.0056  -2.0611  -1.0933  0.40
H  -0.6876  -0.2334  -2.6223  0.38
H  -0.0111  2.0216  -1.9689  0.24
H  -0.9250  3.3141  -0.0253  0.23
N  -0.0023  1.2244  -1.3330  -0.13
N  -0.3807  2.5937  0.5596  -0.54
N  0.1583  0.5047  0.9913  -0.53

Properties
* Kohn-Sham gap: 9.066 eV
* SMILES: [H]/N=c1/nc(C)cc[nH]1
* net charge: 0
* HOMO energy: -0.31200 Ha



ii) C5H7N3 | ωB97M-V/def2-TZVPD

Last column: Mulliken charge in e.
Cartesian coordinates (Å):
C  -1.7165  -0.4613  -0.6201  -1.10
C  -0.6284  -0.2021  0.5894  0.32
C  -0.2818  1.3468  0.2390  -0.72
C  2.0252  -1.0839  0.0433  -0.42
C  0.7241  -0.6243  0.3620  -0.23
H  -1.0441  -0.5775  -1.6204  0.34
H  -2.6607  0.3989  -0.8144  0.27
H  -2.3519  -1.4062  -0.1589  0.29
H  -1.1585  -0.6093  1.5826  0.34
H  -0.7851  1.5690  -0.5985  0.49
H  -0.3039  2.0541  1.1786  0.25
H  2.1213  -2.0403  0.3121  0.47
N  1.0501  0.7270  0.0676  0.84
N  2.1141  1.0054  -0.3535  -0.77
N  2.8960  -0.0965  -0.2088  -0.37

Properties
* Kohn-Sham gap: 9.835 eV
* SMILES: C[C@@H]1Cn2nncc21
* net charge: 0
* HOMO energy: -0.33587 Ha



iii) C5H7N3 | ωB97M-V/def2-TZVPD

Last column: Mulliken charge in e.
Cartesian coordinates (Å):
C  -1.2296  -0.2504  -0.0294  0.29
C  1.0309  -0.5197  -0.2577  0.30
C  0.8532  0.8577  -0.4886  0.01
C  0.4156  1.5651  0.7402  -0.67
C  -0.6768  1.0972  -0.3568  -0.32
H  -2.7612  -1.3976  0.0512  0.23
H  -0.4963  -2.1371  0.9148  0.39
H  3.0478  -0.4902  -0.2119  0.24
H  1.7896  1.2303  -1.1336  0.31
H  0.5392  2.4861  0.4239  0.30
H  0.6632  1.1699  1.6902  0.30
H  -1.3546  1.8774  -0.6990  0.41
N  -2.5212  -0.4170  0.0288  -0.73
N  -0.2593  -1.2301  0.0250  -0.38
N  2.2395  -1.1012  0.1346  -0.69

Properties
* Kohn-Sham gap: 9.580 eV
* net charge: 0
* HOMO energy: -0.33433 Ha



iv) C5H7N3 | ωB97M-V/def2-TZVPD

Last column: Mulliken charge in e.
Cartesian coordinates (Å):
C  -1.1167  -0.1332  -0.1489  0.49
C  -1.0234  1.1960  0.0037  -0.17
C  0.0934  1.9258  -0.0035  -0.44
C  1.3328  -0.1021  -0.0198  0.50
C  0.1339  -0.8541  -0.1098  -0.94
H  -2.8381  -1.1234  0.7952  0.28
H  -2.2766  -1.8413  -0.3900  0.30
H  -2.1137  2.0137  -0.1379  0.11
H  0.1342  2.9085  -0.2741  0.44
H  2.4725  -1.8179  0.5004  0.27
H  3.5443  0.0072  0.0617  0.32
H  0.0790  -1.6846  0.0808  0.69
N  -2.3409  -0.8095  -0.1293  -0.70
N  1.3146  1.1328  -0.0633  -0.54
N  2.6046  -0.8178  -0.1652  -0.62

Properties
* Kohn-Sham gap: 9.241 eV
* net charge: 0
* HOMO energy: -0.31849 Ha



The data favor i); the next most stable structure lies 223.2 kJ/mol above it.



i) C5H7N3 | ωB97M-V/def2-TZVPD

Last column: Mulliken charge in e.
Cartesian coordinates (Å):
C  0.0299  -0.0592  1.7322  -0.77
N  -0.2595  0.0267  0.2918  -0.04
C  0.4281  -0.5433  -0.6517  0.61
C  -2.5070  -0.5447  -0.7813  -0.20
N  -1.7293  -1.0457  0.0758  -0.41
N  0.5439  -1.0974  -1.7392  -0.59
C  1.7835  0.8233  -0.2683  -0.67
C  2.5158  1.7897  -0.2099  -0.17
H  1.4273  -1.0161  -2.2331  0.33
H  0.8337  -0.7554  1.9687  0.28
H  0.3029  0.9369  2.0750  0.33
H  -0.8789  -0.3927  2.2352  0.36
H  -2.2295  0.2816  -1.4500  0.25
H  -3.5251  -0.9516  -0.8739  0.28
H  3.2643  2.5479  -0.1714  0.42

Properties
* Kohn-Sham gap: 9.398 eV
* net charge: 0
* HOMO energy: -0.33187 Ha



ii) C5H7N3 | ωB97M-V/def2-TZVPD

Last column: Mulliken charge in e.
Cartesian coordinates (Å):
N  3.5107  -0.5822  1.4400  -0.51
C  2.5555  0.1459  1.3858  0.47
N  -0.6142  1.2122  0.3548  -0.63
C  0.4156  0.4270  0.3751  0.29
N  1.4264  0.8211  1.2925  -0.21
C  -1.6367  0.6018  -0.5101  -0.51
C  0.3512  -0.7487  -0.6395  -0.50
C  -1.2042  -0.8022  -0.6699  -0.54
H  1.2220  1.6852  1.8309  0.30
H  -1.6386  1.0930  -1.4803  0.30
H  -2.6610  0.7488  -0.0771  0.30
H  0.7670  -1.6058  -0.1687  0.39
H  0.6314  -0.3688  -1.6459  0.28
H  -1.5551  -1.4385  0.1843  0.27
H  -1.5700  -1.1888  -1.6719  0.30

Properties
* Kohn-Sham gap: 10.155 eV
* SMILES: N#CNC1=NCCC1
* net charge: 0
* HOMO energy: -0.34473 Ha



The data favor ii); the next most stable structure lies 615.4 kJ/mol above it.